Below is a 8-piece molecular cluster, C23H61B2ClI2N14O13P overall, with properties calculated with the ωB97M-V functional and the def2-TZVPD basis.

Last column: Löwdin charge in e.
Cartesian coordinates (Å):
H (-3.26, 4.37, -1.81)  0.072
H (0.08, -5.81, 4.44)  0.091
C (-1.67, -3.78, -0.16)  -0.121
H (-6.13, 3.11, -0.16)  0.085
O (2.68, -2.23, -1.77)  0.128
C (2.11, -5.94, 4.96)  -0.169
H (-1.61, -1.35, 2.27)  0.036
H (-2.63, -2.01, -0.98)  0.078
H (1.83, -6.00, 6.02)  0.058
H (-0.79, -1.88, 0.26)  0.110
H (-0.30, -2.62, 4.41)  0.063
N (-3.12, -3.85, 7.97)  0.143
H (6.38, 1.98, 2.59)  0.093
H (-3.75, -3.17, 3.36)  0.110
H (-2.23, 9.27, -3.45)  0.089
C (0.12, 10.58, -9.27)  -0.669
H (-0.69, -5.97, 7.95)  0.099
N (-0.16, 10.56, -10.61)  0.149
H (0.95, 4.93, -5.39)  0.107
H (0.73, -4.19, -0.93)  0.150
C (6.93, 0.71, 1.11)  -0.692
C (0.98, -5.23, 4.22)  -0.291
H (-3.88, 0.37, 1.31)  0.086
H (-4.92, 4.64, -1.46)  0.087
H (-3.73, 7.86, -0.60)  0.094
C (-2.65, 7.59, -2.31)  -0.667
C (-1.91, -4.39, 7.58)  -0.677
H (5.92, 0.34, 2.90)  0.079
O (-1.21, -3.87, 6.75)  0.040
H (-0.53, -1.43, -2.20)  0.094
C (1.09, -5.09, 2.68)  -0.522
H (-2.13, -6.00, 8.90)  0.085
C (-3.38, -0.59, 1.25)  -0.249
H (3.06, -5.41, 4.89)  0.023
C (-3.21, -3.81, 2.67)  -0.248
O (1.75, -3.60, 0.69)  -0.094
N (-4.11, 4.06, -1.38)  0.156
C (0.45, -1.03, -1.94)  -0.135
H (1.07, 0.19, -0.21)  0.076
P (-4.35, -2.97, 0.46)  0.472
O (-0.28, -3.14, 1.74)  -0.029
H (-0.95, 7.76, -7.58)  0.078
H (6.44, -1.29, 1.39)  0.039
N (6.31, -2.31, -3.99)  0.141
H (1.32, 5.08, -7.08)  0.091
H (3.02, -1.35, -1.93)  0.098
C (-4.11, 2.89, -0.68)  -0.673
N (-5.30, 2.55, -0.09)  0.147
H (-3.30, -3.52, -1.52)  0.092
H (-3.16, -5.24, 4.32)  0.069
H (0.89, -0.68, -2.88)  0.090
H (0.14, 11.27, -11.25)  0.091
N (5.72, -3.03, -1.88)  0.173
B (1.12, -3.53, 2.06)  -0.930
H (-5.34, 1.68, 0.41)  0.083
I (2.74, -2.10, 5.90)  0.696
N (-0.30, 6.99, -7.52)  0.160
H (-1.93, -4.52, 0.59)  0.109
C (2.03, -2.35, 2.77)  -0.584
O (-2.52, 6.38, -2.17)  0.018
H (-2.10, 0.28, 2.70)  0.090
H (2.21, -6.97, 4.62)  0.045
N (0.85, 11.65, -8.83)  0.152
O (7.45, 1.55, 0.39)  0.004
C (0.30, 0.18, -0.99)  -0.083
H (-1.60, 7.76, -4.06)  0.050
C (-2.47, -0.71, 2.46)  -0.069
N (0.80, 5.38, -6.28)  0.154
O (-0.26, 9.70, -8.51)  0.020
H (7.26, -0.91, -0.10)  0.092
H (4.74, -2.97, -2.10)  0.068
H (1.07, 11.68, -7.86)  0.105
H (-0.08, -1.06, 5.27)  0.067
H (-0.65, 0.14, -0.46)  0.050
H (-0.35, -1.09, 3.54)  0.050
H (-3.46, 9.33, -1.46)  0.082
N (6.87, -0.62, 0.78)  0.162
O (-5.59, -3.26, -0.27)  -0.286
H (5.98, -3.35, -0.97)  0.105
O (-0.73, 6.73, -5.31)  0.013
H (0.83, -4.25, 4.67)  0.050
N (6.36, 1.02, 2.31)  0.145
H (0.20, 6.73, -8.34)  0.093
H (-0.70, 9.79, -10.96)  0.102
N (-3.34, 8.34, -1.39)  0.137
C (-0.49, -2.93, 0.37)  -0.263
N (-1.56, -5.55, 8.21)  0.149
O (-4.09, -4.11, 1.54)  -0.207
C (-2.77, -5.11, 3.31)  -0.031
H (-3.40, -3.00, 7.52)  0.098
C (0.85, -3.27, -0.32)  -0.187
O (-3.11, 2.19, -0.59)  0.023
H (1.91, -0.56, 3.95)  0.053
H (-2.81, -0.55, 0.33)  0.082
H (7.02, -2.07, -4.65)  0.093
H (2.14, -1.58, 2.01)  0.061
H (-3.02, -1.08, 3.32)  0.083
H (0.30, 1.12, -1.52)  0.071
H (-1.68, -5.13, 3.36)  0.047
H (-3.07, -5.95, 2.68)  0.084
C (-0.12, 6.40, -6.31)  -0.650
C (0.13, -1.62, 4.36)  -0.171
Cl (2.37, -6.18, 2.00)  0.565
N (-2.12, 8.27, -3.35)  0.160
H (-1.31, -4.34, -1.02)  0.109
C (6.72, -2.73, -2.75)  -0.691
C (-2.91, -3.01, -0.64)  -0.176
O (7.90, -2.80, -2.45)  0.006
H (5.35, -2.24, -4.26)  0.086
H (-3.72, -4.26, 8.65)  0.084
H (1.17, 12.38, -9.43)  0.092
H (0.18, -5.52, 2.26)  0.065
O (-4.46, -1.55, 1.19)  -0.186
B (1.37, -2.18, -1.34)  -0.381
C (1.62, -1.60, 4.08)  -0.771
I (4.04, -3.05, 2.93)  0.855
H (-2.32, -3.31, 2.29)  0.073

The HOMO-LUMO gap is 6.22 eV. The net charge is -1.

Below is C8H10O3S as an isolated structure, with properties calculated with the ωB97M-V functional and the def2-TZVPD basis.

Last column: Löwdin charge in e.
Cartesian coordinates (Å):
H (-2.46, -3.12, -2.39)  0.056
H (1.66, 3.68, 1.12)  0.104
O (-1.16, -1.26, -2.72)  -0.391
C (0.58, 3.34, 1.01)  -0.063
H (0.08, 3.40, 2.05)  0.117
H (-1.53, -0.56, 0.06)  0.035
H (0.08, -3.94, -0.40)  0.097
H (2.79, 1.69, 0.42)  0.105
H (2.83, -0.55, -0.03)  0.122
C (1.88, -0.09, 0.19)  -0.016
C (0.69, 1.93, 0.68)  -0.303
S (-1.93, -1.99, -1.73)  0.711
C (0.74, -0.82, 0.03)  -0.227
H (-0.01, 3.89, 0.38)  0.044
H (-1.02, -2.93, 0.60)  0.095
C (1.84, 1.24, 0.50)  -0.065
O (-2.82, -1.27, -0.89)  -0.413
C (-0.56, 1.18, 0.69)  0.029
H (-1.59, 1.52, 0.71)  0.115
O (0.76, -2.18, -0.33)  -0.061
C (-0.52, -0.21, 0.27)  -0.010
C (-0.32, -2.95, -0.23)  -0.081

The energy relative to the best compared isomer or geometry (same formula, charge and spin) comes out at 0.683 eV. The HOMO-LUMO gap is 8.42 eV.

Below is a 4-piece molecular cluster, C14H17ClF9O10PS overall, with properties calculated with the ωB97M-V functional and the def2-TZVPD basis.

Last column: Löwdin charge in e.
Cartesian coordinates (Å):
C (5.74, -7.59, 0.86)  -0.548
H (-1.90, 4.47, -6.24)  0.126
O (5.03, -5.89, 2.42)  0.170
F (-1.28, -3.22, -1.53)  0.175
C (2.59, -5.69, 1.27)  -0.186
F (-0.02, 5.03, -2.36)  0.172
O (-0.13, -0.25, -0.11)  0.041
C (-2.64, 4.14, -5.50)  -0.191
O (-3.17, 4.15, 4.24)  -0.619
H (-2.39, 0.49, 1.28)  0.080
P (-2.86, 2.73, 5.11)  0.519
C (2.83, -4.27, 0.82)  -0.059
F (6.97, -7.41, 1.34)  0.173
O (-0.18, 3.15, -4.97)  0.175
C (-0.36, -2.35, -1.11)  -0.538
O (-3.21, 1.65, 3.96)  -0.325
C (-1.46, 1.04, 1.48)  -0.062
H (-0.96, 0.54, 2.31)  0.088
H (1.91, 2.58, 4.32)  0.038
C (1.17, 3.31, 4.54)  0.139
H (2.01, -3.64, 1.12)  0.063
O (-0.81, 4.78, 5.02)  -0.297
C (0.26, 4.07, 4.70)  -0.327
H (-1.72, 2.05, 1.78)  0.051
C (-0.33, 3.76, -2.64)  -0.537
O (-1.36, 4.45, 2.58)  -0.377
H (-1.07, 1.54, -0.58)  0.097
Cl (-4.58, 2.71, 6.26)  0.234
H (0.33, 1.64, 0.47)  0.131
F (0.75, 3.01, -2.44)  0.174
F (0.24, -2.89, -0.04)  0.144
C (4.76, -6.56, 1.47)  -0.404
H (2.52, -5.76, 2.36)  0.127
H (-2.42, 2.03, -5.88)  0.078
H (3.75, -3.87, 1.24)  0.080
F (5.79, -7.48, -0.48)  0.166
F (0.56, -2.21, -2.07)  0.168
H (-3.71, 2.81, -6.79)  0.083
H (2.92, -4.23, -0.27)  0.088
H (-3.43, 4.89, -5.47)  0.125
H (-4.00, 1.93, 3.46)  0.071
C (-3.20, 2.78, -5.83)  -0.059
H (1.66, -6.08, 0.85)  0.126
C (-1.00, -0.99, -0.77)  -0.404
S (-1.88, 5.09, 3.74)  0.970
F (5.35, -8.83, 1.16)  0.165
H (-3.91, 2.47, -5.06)  0.085
O (-2.04, 4.17, -4.19)  0.034
O (-2.11, -0.69, -1.10)  0.172
C (-0.83, 3.63, -4.09)  -0.402
O (3.62, -6.59, 0.80)  0.034
C (-0.57, 1.08, 0.26)  -0.180
F (-1.27, 3.37, -1.76)  0.151

The energy relative to the best compared isomer or geometry (same formula, charge and spin) comes out at 0.000 eV. The HOMO-LUMO gap is 10.70 eV.

Below is C55H51BaN6O6P4Se as an isolated structure, with properties calculated with the ωB97M-V functional and the def2-TZVPD basis.

Last column: Löwdin charge in e.
Cartesian coordinates (Å):
O (-1.24, 2.40, 1.15)  -0.733
H (-5.54, -2.12, 0.67)  0.085
Se (0.38, 2.65, 1.49)  0.716
H (-2.43, -5.06, 0.62)  0.082
C (-1.84, -3.04, 0.17)  -0.182
H (3.59, 6.31, -1.72)  0.107
C (4.28, 1.10, -1.26)  -0.151
C (-4.10, -3.70, 0.70)  -0.135
C (-4.00, 0.32, -1.98)  -0.376
C (-2.15, -1.66, 0.03)  -0.271
C (1.20, -1.12, -5.67)  -0.072
H (1.16, -3.43, -2.00)  0.102
C (3.89, 2.10, 2.15)  -0.023
N (3.85, -0.09, -0.73)  0.056
H (-4.24, -1.75, -2.20)  0.118
C (2.97, -1.34, -3.53)  -0.074
C (-0.09, -0.53, 3.93)  -0.067
H (-2.02, -1.94, -3.84)  0.142
H (-1.06, 4.88, -4.62)  0.101
C (-1.71, -0.06, -6.69)  -0.101
H (4.83, -3.84, 1.73)  0.074
C (2.70, -2.38, 0.55)  -0.509
H (-9.43, 1.05, 1.46)  0.091
O (1.13, 1.23, 1.01)  -0.753
C (-2.74, 5.10, -1.16)  -0.055
H (1.49, 4.02, -5.56)  0.094
H (-4.77, -1.26, -4.69)  0.142
H (4.51, 1.20, -2.31)  0.090
C (-2.52, -2.35, -7.03)  -0.082
C (-7.43, 0.51, 2.05)  -0.099
H (-3.19, 5.17, -0.17)  0.118
C (-3.89, -0.82, -4.20)  -0.156
C (2.07, 0.51, 4.58)  -0.038
C (-6.72, 0.95, -0.58)  -0.092
H (-1.44, 3.57, -0.49)  0.053
C (-8.40, 0.92, 1.15)  -0.113
H (1.52, -0.35, -2.35)  0.068
O (-1.10, 0.14, -2.68)  -0.625
C (1.57, -0.98, 2.57)  -0.492
H (0.73, 2.00, -5.11)  0.066
N (0.55, -1.66, 2.11)  0.070
H (-7.69, 0.34, 3.09)  0.096
C (-1.54, 4.92, -3.65)  -0.106
H (4.48, 3.02, 2.09)  0.094
C (-1.12, 4.08, -2.61)  -0.257
C (3.64, 0.15, 0.55)  -0.470
H (-1.78, -0.94, -8.58)  0.099
H (1.89, 4.56, -1.30)  0.088
H (2.86, 2.34, 2.40)  0.045
C (-2.58, -1.53, -4.68)  -0.180
C (3.14, 5.81, -2.56)  -0.066
C (-2.56, 5.83, -3.44)  -0.088
C (-3.16, 5.92, -2.19)  -0.079
C (1.74, -0.71, -3.35)  -0.066
H (-8.78, 1.48, -0.89)  0.093
C (-2.77, -2.56, -5.75)  -0.043
C (-1.72, 4.18, -1.35)  -0.052
C (-2.00, -0.14, -5.21)  -0.340
H (4.60, 3.10, -0.32)  0.111
N (1.92, -2.13, -0.47)  0.088
H (3.21, 5.74, -5.95)  0.097
H (4.04, -5.37, 1.30)  0.080
H (-5.37, 0.03, 2.37)  0.109
H (-3.43, 2.72, -4.42)  0.099
C (-6.12, 0.33, 1.64)  -0.118
C (2.18, 4.84, -2.32)  -0.041
H (1.79, 0.30, 5.62)  0.088
H (3.11, 0.22, 4.46)  0.063
C (-0.16, 2.08, -4.48)  -0.262
H (-4.83, -4.47, 0.96)  0.081
C (-8.04, 1.15, -0.17)  -0.103
H (-0.60, -0.06, 4.75)  0.119
C (-4.50, -2.38, 0.55)  -0.138
H (-3.88, 2.53, -2.08)  0.095
C (-4.09, -0.79, -2.70)  -0.035
N (3.06, -3.69, 0.61)  -0.126
C (2.92, 5.49, -4.94)  -0.090
O (0.77, 2.07, -1.89)  -0.577
C (-5.74, 0.53, 0.31)  -0.368
C (1.95, 4.52, -4.71)  -0.088
H (3.63, -1.40, -2.67)  0.085
C (3.51, 6.14, -3.86)  -0.089
N (3.98, 1.43, 0.86)  -0.125
C (4.36, 2.05, -0.30)  -0.076
C (3.87, -4.35, 1.62)  -0.049
C (1.58, 4.19, -3.41)  -0.263
P (-0.65, 0.34, -4.11)  0.808
H (-0.81, -3.36, 0.05)  0.054
C (-3.81, 1.63, -2.68)  -0.094
C (-3.54, 1.74, -3.98)  -0.071
H (3.37, -4.35, 2.58)  0.086
H (4.25, 6.90, -4.03)  0.098
H (4.26, -2.36, -4.90)  0.101
Ba (-0.57, 0.70, -0.50)  1.919
H (-3.92, 0.71, -5.80)  0.140
C (-1.98, -1.06, -7.52)  -0.096
H (-3.18, -3.52, -5.44)  0.114
H (4.33, 1.46, 2.91)  0.072
P (3.24, -1.18, 1.80)  1.159
O (0.92, 3.92, 0.56)  -0.500
H (2.69, -2.17, -6.80)  0.097
C (0.85, -0.59, -4.43)  -0.246
N (1.25, -0.31, 3.71)  -0.116
P (0.30, 3.02, -2.98)  0.776
H (-2.71, -3.13, -7.76)  0.093
H (-3.96, 6.64, -2.02)  0.100
H (-0.96, 2.59, -5.02)  0.060
C (1.77, -3.33, -1.11)  -0.149
H (-1.48, -1.79, 2.78)  0.093
C (-3.53, -1.42, 0.22)  -0.481
O (0.64, 2.88, 3.10)  -0.493
C (-3.42, 0.52, -4.85)  -0.159
H (1.91, 1.56, 4.36)  0.058
H (-6.46, 1.12, -1.62)  0.091
P (-3.95, 0.35, -0.12)  1.072
H (-1.32, 0.88, -7.08)  0.112
C (2.42, -1.76, -5.84)  -0.090
C (-0.50, -1.38, 2.95)  -0.129
H (-2.88, 6.47, -4.25)  0.098
C (-2.76, -4.03, 0.50)  -0.130
H (0.53, -1.05, -6.52)  0.083
C (3.31, -1.86, -4.77)  -0.075
H (2.58, -5.37, -0.64)  0.104
C (2.46, -4.31, -0.46)  -0.074

The energy relative to the best compared isomer or geometry (same formula, charge and spin) comes out at 4.736 eV. The HOMO-LUMO gap is 5.75 eV. The net charge is -1.

| no. | highest occupied orbital energy (eV) | LUMO energy (eV) | total energy (eV) |
| --- | --- | --- | --- |
| 1 | -5.09 | 1.1 | -111699.2552 |
| 2 | -8.41 | 0.0 | -25431.5745 |
| 3 | -10.38 | 0.3 | -92372.1525 |
| 4 | -3.85 | 1.9 | -182283.9869 |